(1)
This record from the Open Molecules 2025 dataset describes one molecule with the formula C3H4N2O at a distorted geometry. The level of theory is ωB97M-V with the def2-TZVPD basis set.

```
10
Properties=species:S:1:pos:R:3:lowdin_charge:R:1
O -1.69 -1.47 0.20 0.06
C -0.51 -0.84 0.05 -0.45
C -0.36 0.37 0.69 -0.09
N 0.70 0.94 0.02 0.04
C 1.15 0.04 -0.87 -0.19
N 0.45 -1.09 -0.87 0.14
H -2.11 -0.62 0.46 0.11
H -0.57 0.55 1.73 0.12
H 0.99 1.90 0.11 0.15
H 1.98 0.25 -1.51 0.12
```

The value obtained for the strongest force on any atom is 1.9 eV/A. The total energy is -8202.3471 eV. The SMILES is Oc1c[nH]cn1. Its HOMO energy is -8.434 eV. As for the HOMO-LUMO gap: 9.25 eV. The energy above the lowest of the compared OMol25 structures with the same formula, charge and spin is 35.5 kcal per mole.



(2)
This record from the Open Molecules 2025 dataset describes one molecule with the formula C3H4N2O at a distorted geometry. The level of theory is ωB97M-V with the def2-TZVPD basis set.

```
10
Properties=species:S:1:pos:R:3:lowdin_charge:R:1
O -1.71 -0.61 1.34 0.06
C -0.62 -0.54 0.54 -0.45
C 0.11 0.62 0.58 -0.09
N 0.84 0.57 -0.59 0.04
C 0.57 -0.61 -1.17 -0.19
N -0.31 -1.34 -0.50 0.14
H -1.72 0.38 1.39 0.11
H 0.47 1.09 1.48 0.12
H 1.37 1.34 -0.97 0.15
H 1.02 -0.88 -2.11 0.12
```

The value obtained for the strongest force on any atom is 1.9 eV/A. The total energy is -8202.3492 eV. The SMILES is Oc1c[nH]cn1. Its HOMO energy is -8.434 eV. As for the HOMO-LUMO gap: 9.25 eV. The energy above the lowest of the compared OMol25 structures with the same formula, charge and spin is 35.4 kcal per mole.



(3)
This record from the Open Molecules 2025 dataset describes C3H4N2O as an isolated structure at a distorted geometry. The level of theory is ωB97M-V with the def2-TZVPD basis set.

```
10
Properties=species:S:1:pos:R:3:lowdin_charge:R:1
N 1.71 -0.30 0.35 0.15
C 0.39 -0.11 0.21 -0.46
C -0.27 1.08 -0.05 -0.08
O -1.68 0.81 0.12 0.04
C -1.54 -0.46 -0.08 -0.25
N -0.49 -1.14 0.34 0.17
H 2.35 0.46 0.16 0.10
H 2.06 -1.22 0.49 0.10
H -0.21 1.75 -0.88 0.10
H -2.34 -0.85 -0.66 0.13
```

The value obtained for the strongest force on any atom is 5.0 eV/A. The total energy is -8200.6463 eV. Its HOMO energy is -7.595 eV. As for the HOMO-LUMO gap: 8.44 eV. The energy above the lowest of the compared OMol25 structures with the same formula, charge and spin is 74.7 kcal per mole.